[1]
66
Properties=species:S:1:pos:R:3 method="wB97M-V/def2-TZVPD" e_lumo_ev="-5.49 / -7.42" charge=+2 homo_ev="-13.40 / -13.69" orbital_gap_ev="7.90 / 6.27" spin_multiplicity=2
Sn -0.04666 0.44943 -0.13720
Se 2.45745 -7.18806 0.18412
N 0.88224 -6.42605 0.48038
C 1.05471 -5.14152 0.31697
C -0.02081 -4.16319 0.47120
C -1.31535 -4.52713 0.84041
C -2.27377 -3.54903 0.98019
C -1.92344 -2.23380 0.70990
N -0.69805 -1.87698 0.33465
C 0.25878 -2.81836 0.24454
C 1.62993 -2.37237 -0.07497
N 1.84297 -1.04463 -0.19232
C 3.07189 -0.60458 -0.44644
C 4.15476 -1.46119 -0.60314
C 3.94812 -2.81614 -0.48938
C 2.66777 -3.29165 -0.21125
C 2.37795 -4.71369 -0.03313
N 3.27922 -5.65164 -0.15299
H -1.53765 -5.57209 1.01840
H -3.28504 -3.78868 1.27644
H -2.65627 -1.44039 0.78895
H 3.19275 0.46522 -0.52778
H 5.13665 -1.05870 -0.80795
H 4.75839 -3.52547 -0.60146
Cl 1.43984 3.39624 -7.52723
C 1.19073 2.48317 -6.12291
C 0.50187 1.26804 -6.19799
C 0.31552 0.53401 -5.06077
Cl -0.47845 -0.97158 -5.13597
C 0.81303 0.97817 -3.74886
O 0.63612 0.27731 -2.74623
C 1.52724 2.25692 -3.73999
C 2.10435 2.86117 -2.51454
O 1.96396 2.45040 -1.38788
C 1.69829 2.96089 -4.89321
H 0.13246 0.91336 -7.15055
H 2.68048 3.78479 -2.69894
H 2.23608 3.90240 -4.88046
C -0.76692 1.34989 4.66952
As 0.69350 0.78428 3.58185
C 1.98410 2.18652 3.52007
C 1.49511 -0.75378 4.37628
O 0.14895 0.40521 2.04015
H -0.42031 1.55345 5.68202
H -1.51304 0.55818 4.68980
H -1.19076 2.25472 4.23839
H 2.29242 2.45392 4.53011
H 1.53741 3.04836 3.02892
H 2.84553 1.84246 2.95157
H 1.77075 -0.54625 5.40943
H 2.38289 -1.01469 3.80347
H 0.77821 -1.57160 4.34102
S -3.61370 -0.55237 -2.85357
C -2.62346 -0.20719 -1.76518
N -7.26812 4.30026 0.93662
C -6.21166 3.85766 0.85812
C -4.88768 3.29162 0.75176
C -4.04929 3.65632 -0.29394
C -2.79863 3.06846 -0.36203
N -2.35939 2.17674 0.52473
C -3.16983 1.84500 1.53073
C -4.44054 2.36879 1.68868
H -4.36756 4.38046 -1.03072
H -2.11761 3.32364 -1.16724
H -2.77857 1.12244 2.24039
H -5.06983 2.07292 2.51645

=====

[2]
65
Properties=species:S:1:pos:R:3 method="wB97M-V/def2-TZVPD" e_lumo_ev="-5.83 / -8.21" charge=+2 homo_ev="-12.98 / -13.84" orbital_gap_ev="7.15 / 5.63" spin_multiplicity=6
Ir -0.13814 0.60517 -0.60418
Se -1.66608 8.12924 0.59818
N -0.64877 7.27136 -0.57505
C -0.74720 5.99927 -0.29909
C -0.06931 4.95991 -1.06383
C 0.72257 5.22304 -2.18464
C 1.30047 4.17052 -2.86310
C 1.06657 2.87419 -2.42492
N 0.31039 2.61450 -1.35913
C -0.24422 3.63541 -0.67201
C -1.05203 3.28699 0.50182
N -1.10331 1.98331 0.84482
C -1.87566 1.60602 1.86068
C -2.62095 2.51576 2.59946
C -2.55230 3.85510 2.28184
C -1.74798 4.25978 1.21459
C -1.59260 5.65187 0.81132
N -2.17575 6.64474 1.42548
H 0.86544 6.24846 -2.50169
H 1.91745 4.33520 -3.73479
H 1.48642 2.02011 -2.93927
H -1.88065 0.54950 2.09196
H -3.23652 2.16285 3.41536
H -3.10730 4.59949 2.83867
C 2.06819 -4.91305 -2.22096
N 2.75567 -4.24758 -1.11511
C 4.08441 -4.11539 -0.97635
C 4.30443 -3.45045 0.21989
N 3.11801 -3.18706 0.78724
B 2.95999 -2.54230 2.21589
N 3.10614 -0.95912 2.16465
C 3.63203 -0.32675 3.27101
C 3.51269 1.00778 3.10098
N 2.90662 1.19952 1.88018
C 2.60459 2.49718 1.29950
C 2.65914 -0.01159 1.33599
S 1.96885 -0.31174 -0.24581
C 2.12408 -3.67418 -0.02876
S 0.49208 -3.58897 0.20016
H 2.81626 -5.28016 -2.91697
H 1.41185 -4.20699 -2.72150
H 1.48201 -5.74418 -1.83922
H 4.78746 -4.50211 -1.69667
H 5.23612 -3.18517 0.69166
H 3.90339 -2.92451 2.85260
H 1.89954 -2.82571 2.67962
H 4.05435 -0.89270 4.08371
H 3.81015 1.83440 3.72394
H 2.90524 3.26433 2.00712
H 1.53838 2.58422 1.12246
H 3.14709 2.63633 0.36587
N -7.12779 -6.27852 -1.89666
C -6.31445 -5.47907 -1.75139
C -5.29776 -4.48182 -1.57178
C -5.61106 -3.13250 -1.77646
C -4.63890 -2.17755 -1.60397
C -3.33422 -2.56011 -1.21264
C -3.03238 -3.92728 -1.01185
C -4.00744 -4.87677 -1.19496
C -2.35457 -1.58694 -1.03167
C -1.48446 -0.70995 -0.84405
H -6.61339 -2.85489 -2.07190
H -4.85998 -1.13146 -1.76608
H -2.03054 -4.21268 -0.72033
H -3.79237 -5.92631 -1.04991